1.
This record from OMol25 describes a single C3H7N3S2 molecule in a non-equilibrium geometry. The level of theory is the ωB97M-V functional and the def2-TZVPD basis.

Spin multiplicity   1
Net charge   0

CARTESIAN COORDINATES (ANGSTROEM)
C1 -3.800099 0.550975 0.093585
S1 -2.309734 -0.447237 -0.195925
C2 -1.091301 0.712276 0.280696
N1 0.172765 0.547553 0.311852
S2 0.793980 -0.975764 -0.161777
C3 2.487841 -0.803920 0.332693
N2 3.279230 0.177031 0.177314
N3 2.853404 1.303971 -0.452680
H1 -3.790679 1.444245 -0.514844
H2 -4.651528 -0.048670 -0.220823
H3 -3.890911 0.816457 1.164932
H4 -1.452003 1.707308 0.569135
H5 2.900664 -1.704916 0.777496
H6 3.512437 2.062248 -0.256312
H7 1.907646 1.535479 -0.293594

Cartesian forces, eV/Å:
C 0.1 0.0 0.6
S -0.1 0.1 0.0
C 0.4 0.4 0.1
N -0.4 -0.3 -0.1
S -0.1 0.3 0.1
C 0.1 -0.1 0.0
N -0.1 -0.2 0.0
N 1.7 0.2 0.0
H 0.1 0.2 -0.1
H 0.0 -0.1 0.1
H 0.0 -0.2 -0.6
H 0.0 -0.3 -0.1
H -0.1 0.1 0.0
H -0.6 -0.5 -0.2
H -1.2 0.4 0.2

=====

2.
This record from OMol25 describes C11H32InNO8PS3 as an isolated structure. The level of theory is the ωB97M-V functional and the def2-TZVPD basis.

Spin multiplicity   1
Net charge   -1

CARTESIAN COORDINATES (ANGSTROEM)
C1 -0.518933 -2.947192 -3.243671
C2 0.944107 -3.198577 -2.926483
O1 1.104765 -4.584867 -2.585242
C3 1.440014 -2.304603 -1.786712
O2 1.459011 -0.980159 -2.147756
In1 1.330419 0.367397 -0.537977
C4 2.860632 -0.309304 0.852679
C5 2.515038 -1.622680 1.551920
N1 1.178591 -1.622844 2.151353
P1 2.156492 2.623195 -1.505307
S1 1.628685 4.223377 -0.417518
H1 -1.137989 -3.592367 -2.615729
H2 -0.755048 -1.901957 -3.034198
H3 -0.764678 -3.142112 -4.289624
H4 1.559927 -2.972314 -3.806877
H5 1.865248 -4.643662 -1.996065
H6 0.786642 -2.529492 -0.910290
H7 2.446299 -2.695321 -1.500797
H8 -0.344010 0.517314 -0.175553
H9 3.791708 -0.456528 0.291271
H10 3.037457 0.493957 1.574553
H11 3.244290 -1.867306 2.335495
H12 2.614519 -2.423789 0.805990
H13 1.165601 -2.116257 3.033578
H14 0.488322 -2.077603 1.566551
H15 3.557127 2.615595 -1.715749
H16 1.833546 2.784107 -2.874468
O3 -0.988754 7.949648 -3.405574
S2 -1.718968 8.529760 -2.316318
O4 -1.511527 9.919971 -2.027037
O5 -1.534388 7.669091 -1.019260
C6 -0.208686 7.096578 -0.723250
C7 0.766232 8.146623 -0.260536
C8 -3.444864 8.255967 -2.544216
H17 0.135282 6.560974 -1.604314
H18 -0.428340 6.358855 0.042643
H19 1.023114 8.838368 -1.062333
H20 1.671935 7.631522 0.063490
H21 0.360633 8.714832 0.576933
H22 -3.605409 7.199074 -2.738215
H23 -3.741881 8.859075 -3.399352
H24 -3.967654 8.577993 -1.647609
O6 -0.974864 -3.978035 2.356590
S3 -1.501015 -5.268995 2.027235
O7 -2.902776 -5.407280 1.774215
O8 -1.060310 -6.301075 3.156477
C9 -1.179430 -5.851202 4.536198
C10 -2.609429 -5.884493 5.021683
C11 -0.595338 -5.954376 0.686679
H25 -0.747520 -4.853118 4.601880
H26 -0.546230 -6.548371 5.080786
H27 -3.221426 -5.147777 4.504169
H28 -2.621828 -5.660804 6.089994
H29 -3.045343 -6.871238 4.866874
H30 0.465402 -5.876036 0.907446
H31 -0.850075 -5.354744 -0.186293
H32 -0.904324 -6.986799 0.547644

Cartesian forces, eV/Å:
C 0.0 0.1 0.0
C 0.0 0.2 -0.1
O -0.1 -0.1 0.1
C 0.0 -0.3 0.1
O 0.0 0.0 0.0
In 0.0 -0.1 0.1
C 0.2 -0.1 0.0
C 0.1 -0.1 -0.3
N -0.1 0.0 0.3
P 0.1 0.1 -0.1
S 0.1 0.0 0.0
H 0.0 0.1 0.0
H 0.0 0.0 0.0
H 0.0 -0.1 0.1
H 0.0 0.0 0.1
H 0.1 0.0 -0.1
H 0.0 0.1 -0.1
H 0.0 0.1 0.0
H -0.1 0.1 0.0
H 0.0 0.1 0.0
H 0.0 -0.1 0.1
H 0.0 0.1 0.0
H 0.0 0.0 0.1
H 0.0 0.0 -0.1
H 0.0 0.1 0.0
H 0.0 -0.1 0.1
H -0.1 0.0 0.0
O 0.0 0.0 0.1
S 0.1 0.1 -0.1
O -0.1 -0.1 0.1
O 0.0 0.0 0.1
C -0.1 -0.1 -0.1
C 0.0 -0.1 0.0
C 0.0 0.0 0.0
H 0.0 0.0 0.0
H 0.0 0.0 0.0
H 0.0 0.0 0.0
H 0.0 0.0 0.0
H 0.0 0.0 0.0
H 0.0 0.0 0.0
H 0.0 0.0 0.0
H 0.0 0.0 0.0
O -0.1 0.0 0.1
S 0.0 0.0 -0.2
O 0.0 0.0 0.1
O 0.0 0.0 0.1
C 0.1 0.0 -0.2
C 0.0 0.0 0.1
C 0.0 0.0 0.0
H 0.0 0.0 0.0
H 0.0 0.0 0.0
H 0.0 0.0 0.0
H 0.0 0.0 0.0
H 0.0 0.0 0.0
H 0.0 0.0 0.0
H 0.1 0.0 0.0
H 0.0 0.0 0.0

=====

3.
This record from OMol25 describes a 3-piece molecular cluster, C31H59N3O11S overall in a non-equilibrium geometry. The level of theory is the ωB97M-V functional and the def2-TZVPD basis.

Spin multiplicity   1
Net charge   0

CARTESIAN COORDINATES (ANGSTROEM)
C1 -0.635612 -0.644371 -0.001280
C2 -1.224991 -1.479726 -1.208792
C3 -0.167013 -2.084424 -2.205992
C4 -0.993671 -3.028776 -3.219049
C5 0.965791 -2.986488 -1.581405
C6 1.941398 -3.186157 -2.864917
C7 3.441942 -3.396588 -2.503964
C8 4.081835 -4.656812 -2.171929
C9 5.520706 -4.788612 -1.858154
C10 6.373149 -3.611093 -1.854686
C11 5.742005 -2.331511 -2.215239
C12 4.328107 -2.204290 -2.535846
O1 1.878304 -2.263337 -0.693964
S1 2.321929 -3.075261 0.674101
O2 3.764396 -3.196447 0.651265
O3 1.905765 -2.480784 1.935886
O4 1.524869 -4.473364 0.246449
C13 0.539889 -4.324429 -0.811343
C14 0.715911 -5.704173 -1.578090
C15 0.959532 -6.955026 -0.632167
C16 0.118396 -8.150190 -1.224545
N1 -1.323545 -8.063941 -1.200127
O5 0.631402 -9.140227 -1.704578
O6 -0.834380 -4.426671 -0.416802
C17 -1.074074 -3.988492 0.933230
C18 -1.201347 -5.184260 1.980642
C19 0.077229 -5.393176 2.867699
O7 -1.691518 -6.387545 1.354143
H1 0.382979 -0.266446 -0.275082
H2 -0.680780 -1.151463 0.993222
H3 -1.275447 0.281684 0.100215
H4 -1.835309 -0.744335 -1.817113
H5 -1.985719 -2.238856 -0.866008
H6 0.206486 -1.238144 -2.834946
H7 -2.029730 -3.157696 -2.788508
H8 -1.153408 -2.526213 -4.212539
H9 -0.570309 -4.057597 -3.303879
H10 1.588267 -4.032999 -3.521667
H11 1.912347 -2.282707 -3.538422
H12 3.499949 -5.604645 -2.159159
H13 5.914409 -5.811823 -1.630120
H14 7.442905 -3.734563 -1.584916
H15 6.422681 -1.440568 -2.221058
H16 3.908276 -1.197396 -2.784895
H17 -0.267990 -5.886937 -2.100675
H18 1.514965 -5.714047 -2.352845
H19 2.052012 -7.211878 -0.718686
H20 0.635766 -6.819152 0.426426
H21 -1.630548 -7.093359 -1.073136
H22 -1.684985 -8.344206 -2.116289
H23 -2.105343 -3.522889 0.921652
H24 -0.393547 -3.188474 1.312495
H25 -2.022232 -4.865214 2.695205
H26 0.956511 -5.832690 2.336296
H27 -0.118086 -6.006125 3.796591
H28 0.395253 -4.377392 3.235664
H29 -2.062906 -6.917353 2.078204
C20 2.185403 4.783131 2.420481
O8 1.852241 5.502433 1.243741
C21 2.973453 5.738334 0.391722
C22 2.820091 4.966139 -0.912299
N2 2.965096 3.529484 -0.691290
C23 2.581135 2.713920 -1.842888
C24 1.109387 2.749046 -2.267948
O9 0.225577 2.169077 -1.320613
C25 -0.213191 3.059527 -0.304245
H30 1.301977 4.754151 3.059439
H31 2.474492 3.755155 2.184240
H32 2.992597 5.280167 2.967035
H33 3.921742 5.503842 0.885037
H34 2.975292 6.808633 0.163742
H35 3.583257 5.300684 -1.621564
H36 1.833979 5.207582 -1.326883
H37 2.388637 3.258803 0.096626
H38 2.830947 1.679059 -1.588545
H39 3.208464 2.986615 -2.698161
H40 1.020252 2.133553 -3.169411
H41 0.774425 3.751721 -2.555656
H42 -0.284410 4.090917 -0.659337
H43 0.448677 2.999557 0.562781
H44 -1.202279 2.739841 0.023455
C26 -6.854915 5.569648 3.065814
O10 -6.256162 6.091076 1.891437
C27 -5.607975 7.344963 2.099764
C28 -4.102026 7.198587 1.926082
N3 -3.519513 6.425709 3.020459
C29 -2.129093 6.033382 2.789183
C30 -1.851565 5.065558 1.634377
O11 -2.382243 3.761903 1.838281
C31 -3.732039 3.600045 1.431114
H45 -7.421595 4.680430 2.788561
H46 -6.096211 5.281211 3.799232
H47 -7.543456 6.295578 3.509154
H48 -5.856920 7.780419 3.072544
H49 -5.982365 8.024412 1.327964
H50 -3.643842 8.191975 1.902726
H51 -3.924959 6.713916 0.958573
H52 -4.069006 5.585936 3.158473
H53 -1.782651 5.558499 3.712053
H54 -1.523294 6.935242 2.653867
H55 -0.766275 4.936201 1.578658
H56 -2.155520 5.467198 0.661282
H57 -3.989550 4.235298 0.579853
H58 -4.407123 3.794094 2.267136
H59 -3.871815 2.556999 1.137378

Cartesian forces, eV/Å:
C -0.6 0.8 -0.6
C -0.3 0.8 0.1
C -2.0 -1.0 0.6
C -0.7 0.4 0.6
C 1.2 0.8 -2.1
C 0.7 -1.2 -0.3
C 2.5 0.5 0.1
C 1.1 0.9 -0.1
C -1.1 1.9 -0.5
C -2.9 -0.4 -0.6
C -0.3 -1.2 0.2
C 0.9 -2.1 0.6
O -0.9 -0.6 2.2
S 1.9 1.2 0.0
O -1.9 -0.8 -0.7
O -1.3 -0.9 -2.1
O 0.2 2.0 0.8
C 0.5 -2.0 -1.4
C -0.8 -0.1 -0.4
C -0.4 -0.3 -0.8
C -0.4 -0.3 -0.1
N 1.3 1.4 -0.7
O 0.0 0.8 0.3
O 2.0 1.1 1.4
C -2.0 -0.3 0.8
C 0.0 0.5 1.0
C 0.1 0.4 0.3
O 0.4 0.6 0.4
H -0.9 -0.5 0.6
H 0.4 0.3 -0.9
H 0.7 -1.0 0.0
H 0.7 -0.8 0.4
H 1.0 0.6 -0.3
H 0.4 -0.8 1.0
H 1.1 0.0 -0.4
H 0.5 -0.7 0.9
H -0.3 1.0 -0.3
H 0.3 0.9 0.8
H -0.2 -0.8 1.0
H 0.4 0.9 0.0
H -0.4 1.2 -0.2
H -0.9 0.4 -0.3
H -1.0 -0.8 -0.1
H 0.4 -1.1 0.2
H 1.1 0.4 0.3
H -0.7 0.2 0.7
H -1.2 0.0 0.5
H 0.3 0.1 -0.9
H 0.1 -0.5 0.5
H 0.2 -0.5 0.5
H 1.1 -0.4 -0.2
H -0.3 -0.9 -0.4
H 0.9 0.0 -0.7
H -0.9 0.3 0.3
H 0.0 0.5 -1.1
H -0.2 -0.9 -0.3
H 0.2 0.1 -0.5
C -0.2 0.1 -0.1
O 0.3 -0.2 0.2
C -0.3 0.2 -0.4
C 0.0 -0.2 0.4
N 0.0 0.2 -0.2
C -0.1 -0.1 0.3
C 0.2 -0.4 -0.3
O 0.1 0.4 -0.2
C -0.1 -0.5 0.0
H 0.0 0.0 -0.1
H 0.1 0.0 0.1
H 0.0 -0.1 0.0
H -0.1 -0.2 0.0
H 0.0 0.0 0.0
H 0.0 0.0 0.0
H 0.0 0.2 -0.1
H 0.1 0.0 0.0
H -0.1 0.0 -0.1
H 0.0 0.1 0.0
H 0.0 0.0 0.0
H 0.0 0.1 0.2
H 0.1 0.0 0.0
H 0.0 0.2 0.1
H 0.1 0.0 -0.1
C 0.0 -0.1 -0.2
O -0.1 0.1 0.4
C 0.2 0.1 -0.5
C -0.2 -0.3 0.3
N 0.1 0.1 -0.2
C -0.2 -0.2 0.1
C 0.4 0.0 0.3
O -0.2 0.3 -0.2
C 0.1 -0.3 0.2
H 0.1 0.1 -0.1
H -0.1 0.1 0.2
H 0.0 0.0 0.1
H 0.1 -0.2 0.0
H 0.0 0.0 0.0
H 0.0 0.0 0.0
H -0.1 0.2 -0.2
H 0.0 0.1 0.0
H 0.1 0.0 -0.1
H 0.0 0.0 -0.1
H 0.0 0.0 0.0
H -0.2 0.0 0.0
H 0.0 0.1 0.1
H -0.2 0.1 -0.1
H 0.1 0.0 0.0

=====

4.
This record from OMol25 describes a 9-piece molecular cluster, C27H45F6O30P3 overall in a non-equilibrium geometry. The level of theory is the ωB97M-V functional and the def2-TZVPD basis.

Spin multiplicity   2
Net charge   +1

CARTESIAN COORDINATES (ANGSTROEM)
C1 4.982502 -1.141282 0.644259
C2 4.331583 -1.856391 -0.492285
O1 5.343905 -1.854682 -1.450473
C3 6.207839 -0.897837 -1.243636
O2 7.103547 -0.561735 -1.975526
O3 5.939839 -0.362183 -0.034375
F1 3.255931 -1.253140 -0.996933
H1 5.559386 -1.794726 1.298721
H2 4.234172 -0.560060 1.183025
H3 4.050307 -2.884090 -0.262478
C4 3.970247 3.418302 2.827835
C5 3.042715 3.126181 1.681224
O4 1.868588 2.660326 2.302711
C6 2.176335 2.480392 3.625422
O5 1.441703 1.970786 4.492829
O6 3.544207 2.609387 3.824886
F2 3.564299 2.156915 0.940221
H4 3.775458 4.399082 3.261683
H5 5.029987 3.282576 2.611903
H6 2.790566 3.953346 1.017653
C7 -6.730570 4.306055 1.964000
C8 -5.767213 3.094990 1.768896
O7 -5.456257 2.795113 3.093573
C9 -5.348702 3.920824 3.815922
O8 -4.769507 3.947280 4.880447
O9 -6.052161 4.925072 3.076693
F3 -4.685024 3.361530 1.052027
H7 -7.730163 3.971424 2.241388
H8 -6.723874 5.050475 1.167829
H9 -6.240641 2.236609 1.292291
C10 -1.541756 3.089760 4.619034
C11 -1.745070 1.631478 4.320347
O10 -1.578405 1.540456 2.921688
C12 -1.338175 2.790613 2.414348
O11 -1.140862 3.068824 1.244651
O12 -1.478541 3.729953 3.419230
F4 -2.962554 1.375090 4.693130
H10 -0.562888 3.274889 5.061367
H11 -2.240795 3.535024 5.326968
H12 -1.065228 0.999563 4.891828
C13 -4.973928 -1.161387 -3.178906
C14 -5.550236 -1.894311 -4.351704
O13 -6.793602 -1.390115 -4.458790
C15 -6.786019 -0.186561 -3.998182
O14 -7.690759 0.639538 -4.178686
O15 -5.624715 0.021564 -3.395086
F5 -5.474576 -3.126101 -3.984186
H13 -3.889121 -1.059102 -3.207657
H14 -5.294512 -1.670829 -2.270169
H15 -4.795360 -1.777245 -5.129237
C16 -2.017888 -4.168920 -4.497419
C17 -1.022538 -4.450364 -3.414477
O16 0.144128 -4.392702 -4.158570
C18 -0.079833 -4.569164 -5.488228
O17 0.809816 -4.824183 -6.318081
O18 -1.330781 -4.382830 -5.703494
F6 -1.140363 -5.708613 -2.937542
H16 -2.258058 -3.107031 -4.444320
H17 -2.808397 -4.911404 -4.388296
H18 -1.108191 -3.728353 -2.602398
C19 3.548727 2.188317 -2.541690
O19 2.403728 1.989309 -3.292651
P1 1.715483 3.288146 -3.996515
O20 2.682659 4.070604 -4.806255
O21 0.377156 2.728020 -4.795262
C20 0.080926 1.270231 -4.930401
O22 1.147091 4.059850 -2.670358
C21 0.012797 3.670589 -2.006791
H19 4.464249 2.500175 -3.044353
H20 3.756913 1.227577 -2.070797
H21 3.208257 2.921298 -1.810315
H22 -0.160264 1.058021 -5.971980
H23 -0.760358 1.045748 -4.274696
H24 0.932047 0.665806 -4.616739
H25 -0.736817 3.035385 -2.478706
H26 -0.423897 4.508410 -1.463244
H27 0.402584 3.087104 -1.172703
C22 4.824716 -2.766046 5.081573
O23 4.243420 -2.405574 3.857682
P2 2.911703 -3.237407 3.326697
O24 2.146044 -3.983735 4.304493
O25 2.172803 -1.984406 2.573161
C23 1.134087 -1.381642 3.239821
O26 3.592266 -4.102239 2.076391
C24 3.278899 -5.442306 1.918773
H28 4.781674 -2.009904 5.865470
H29 5.819896 -3.210673 5.076754
H30 4.348992 -3.618676 5.566158
H31 0.207844 -1.419186 2.666441
H32 1.497788 -0.406894 3.564920
H33 0.862067 -1.882919 4.168705
H34 2.514872 -5.633455 1.165228
H35 2.852914 -5.824357 2.846498
H36 4.112973 -6.094929 1.660902
C25 -2.881646 1.083665 -0.791664
O27 -2.248131 -0.001184 -0.217462
P3 -1.198451 -0.945761 -0.947083
O28 -1.657768 -1.326658 -2.317161
O29 0.289015 -0.282554 -0.908267
C26 0.876390 0.278876 0.242237
O30 -1.083788 -2.198572 0.037088
C27 -0.081353 -3.185027 -0.224487
H37 -3.628454 0.759188 -1.516292
H38 -2.107282 1.573230 -1.382244
H39 -3.262301 1.789561 -0.053477
H40 0.174805 0.698061 0.963456
H41 1.492584 1.095820 -0.133275
H42 1.531451 -0.473375 0.681690
H43 0.670220 -2.881618 -0.953305
H44 -0.624328 -4.054012 -0.596176
H45 0.415003 -3.527959 0.683317

Cartesian forces, eV/Å:
C -0.1 0.1 0.3
C 1.0 -2.3 0.7
O -1.2 -1.9 -1.6
C 2.2 1.6 -0.1
O -1.3 -0.3 0.9
O 0.7 1.7 0.2
F -1.2 1.2 -0.5
H -0.6 -0.3 0.2
H 0.4 0.2 0.1
H 0.1 0.0 -0.1
C 1.0 2.5 -0.6
C -0.2 1.4 0.1
O 0.2 0.5 1.3
C -0.8 -4.1 3.3
O 2.1 2.4 -3.4
O -2.9 -1.9 1.5
F 0.5 -1.6 -1.3
H 0.5 0.8 -0.9
H -0.2 -0.1 -0.1
H 0.0 0.1 0.2
C 1.9 -0.2 0.3
C -3.3 -0.3 0.1
O 0.8 -1.0 -0.5
C -0.3 1.0 0.7
O -1.5 0.9 -2.5
O 0.9 -0.8 2.1
F 1.6 0.8 -0.6
H 0.0 0.1 0.0
H -0.1 -0.3 -0.1
H -0.1 -0.1 0.4
C 2.1 0.4 2.6
C 1.6 1.3 0.8
O 0.6 0.5 -0.6
C -1.0 1.4 -0.5
O -0.1 -0.9 2.1
O 0.0 -0.1 -3.9
F -3.0 -1.7 0.1
H 0.1 -0.4 0.4
H -0.6 -0.3 -0.5
H 0.2 -0.3 -0.6
C 0.5 -0.7 -0.1
C 4.2 0.8 1.2
O -1.9 -2.6 -2.2
C -3.5 5.0 -0.4
O 3.0 -2.5 0.9
O 0.0 3.9 1.6
F -1.1 -4.6 0.1
H -0.1 0.1 0.1
H 0.0 0.2 0.3
H -1.0 0.3 -1.4
C -0.9 0.1 0.6
C 0.0 0.5 -1.1
O 2.1 0.2 1.1
C 4.7 -0.9 -2.1
O -3.1 1.0 2.9
O -2.1 -0.2 -1.6
F -0.2 -0.7 0.6
H -0.7 -0.2 0.0
H -0.5 0.6 -0.3
H 0.6 -0.1 -0.1
C 1.0 -0.4 2.3
O -1.6 1.2 -3.1
P -3.8 -2.2 0.0
O -0.1 0.1 0.6
O 3.0 0.5 1.8
C 0.1 0.0 0.3
O 2.2 0.0 -3.4
C -1.5 -0.7 2.5
H -0.3 0.2 -0.5
H 0.0 0.1 0.1
H 0.9 0.1 0.5
H 0.1 0.4 0.1
H 0.0 0.1 -0.1
H 0.0 0.2 -0.1
H 0.3 0.4 -0.7
H -0.1 0.3 -0.5
H 0.0 -0.5 0.5
C 0.3 -1.7 2.2
O -1.6 -0.8 -0.9
P 2.8 1.5 -1.9
O -0.2 -0.2 0.1
O 2.1 -3.0 -0.8
C -1.5 0.9 1.9
O -0.5 2.8 1.4
C -1.3 -2.3 0.4
H 0.0 0.5 -0.6
H 0.5 0.8 -1.0
H -0.9 0.0 -0.2
H 0.2 0.5 -0.4
H -0.6 0.4 -0.4
H 0.2 -0.3 0.1
H -0.1 0.4 -0.3
H 0.1 -0.2 0.1
H 0.4 0.6 0.0
C 0.3 1.1 -1.8
O 1.5 -2.3 1.7
P -0.3 -0.6 -0.7
O 1.0 0.7 0.9
O -2.3 -0.5 -1.3
C 0.7 0.3 0.4
O 0.0 1.4 0.3
C -0.2 -1.1 -0.3
H -0.3 0.0 0.3
H -0.2 0.7 -0.1
H 0.0 -0.4 0.1
H -0.2 -0.2 -0.1
H 0.1 0.0 0.2
H -0.1 0.1 0.2
H -0.1 0.2 0.0
H 0.2 -0.1 -0.1
H -0.1 0.6 0.2

=====

For the records above, the corresponding total energy values read -29363.401; -76764.626; -70925.662; -134318.938 eV.